[1]
C39H45N5O2P2Tl | the ωB97M-V functional and the def2-TZVPD basis

Computed properties:
ΔE to the lowest compared entry with this formula, charge and spin (kcal/mol): 1.2
Multiplicity: 1
Frontier orbital gap (eV): 5.84
Charge: -1
HOMO (eV): -3.42

```
94
Properties=species:S:1:pos:R:3:forces:R:3
Tl 0.63996 -0.22358 -2.58728 -0.1 0.2 0.0
C 2.84969 2.98188 3.15312 0.0 0.0 0.0
C 1.59021 3.43573 2.78519 0.0 0.0 0.0
C 1.20902 3.44012 1.45006 0.0 0.1 0.0
C 2.08663 3.00440 0.46079 0.0 -0.1 0.0
C 3.34214 2.53756 0.84371 0.0 0.0 0.0
C 3.72617 2.52861 2.17674 0.0 0.0 0.0
P 1.69144 2.99240 -1.33688 0.1 0.1 0.0
C 2.10944 4.74253 -1.75061 0.0 0.0 -0.1
C 2.74423 5.64641 -0.90430 0.0 0.0 0.0
C 3.06554 6.92715 -1.34156 0.0 0.0 0.0
C 2.75275 7.32729 -2.63032 0.0 0.0 0.0
C 2.12036 6.43351 -3.48822 0.0 0.0 0.0
C 1.81277 5.15631 -3.05382 0.0 0.0 0.0
C -0.13386 3.01471 -1.34310 0.0 0.0 0.1
C -0.87984 4.19529 -1.25378 0.0 0.0 0.0
C -2.26391 4.14000 -1.24936 0.0 -0.1 0.0
C -2.88358 2.89683 -1.33819 0.0 0.0 0.0
C -2.11662 1.74144 -1.41722 0.0 -0.2 0.0
C -0.71307 1.73073 -1.41632 0.2 0.2 0.0
H 3.14008 2.96886 4.19666 0.0 0.0 0.0
H 0.89720 3.78268 3.54316 0.0 0.0 0.0
H 0.21951 3.78446 1.17138 0.0 0.0 0.0
H 4.01379 2.15772 0.08517 -0.1 0.0 0.0
H 4.70351 2.15250 2.45301 0.0 0.0 0.0
H 2.98587 5.35230 0.10952 0.0 0.0 0.0
H 3.55826 7.61789 -0.66747 0.0 0.0 0.0
H 2.99804 8.32686 -2.96748 0.0 0.0 0.0
H 1.87387 6.73600 -4.49884 0.0 0.0 0.0
H 1.32424 4.45837 -3.72517 0.0 0.0 0.0
H -0.38461 5.16001 -1.19948 0.0 0.0 0.0
H -2.85285 5.04852 -1.19068 0.0 0.0 0.0
H -3.96940 2.84040 -1.34752 0.0 0.0 0.0
H -2.63839 0.79115 -1.50319 -0.1 -0.1 0.0
O 2.76052 -0.26227 -1.22260 -0.1 0.0 0.0
C 3.80603 -0.95874 -1.03321 0.0 0.0 0.0
C 5.06003 -0.30731 -0.78653 0.0 0.0 0.0
C 6.21762 -0.98510 -0.50280 0.0 0.0 0.0
C 6.23622 -2.38454 -0.46503 0.0 0.0 0.0
C 5.06202 -3.05310 -0.74339 0.0 0.0 0.0
C 3.85951 -2.39750 -1.02916 0.0 0.0 0.0
C 2.67932 -3.19350 -1.35138 0.0 0.0 0.0
N 1.56631 -2.78562 -1.92520 -0.1 -0.1 0.0
C 0.77768 -3.89253 -2.09998 0.2 0.0 -0.1
C 1.40757 -5.00039 -1.62652 0.0 0.0 -0.1
N 2.61666 -4.54537 -1.14347 0.0 -0.1 0.1
H 5.05550 0.77321 -0.84358 0.0 0.0 0.0
H 7.13133 -0.43115 -0.31365 0.0 0.0 0.0
H 7.14631 -2.92963 -0.25126 0.0 0.0 0.0
H 5.09624 -4.13858 -0.76586 0.0 0.0 0.0
H -0.20160 -3.80608 -2.54100 0.0 0.0 0.0
H 1.11753 -6.03452 -1.56880 0.0 0.0 0.0
H 3.32183 -5.10421 -0.70149 0.0 0.0 0.0
O -1.18075 -1.78987 -0.88380 -0.1 0.1 -0.1
P -2.11131 -1.79883 0.26009 0.0 -0.2 0.2
N -3.73286 -1.73915 -0.14499 0.1 0.2 0.0
C -4.06273 -2.24017 -1.49173 0.0 -0.1 0.1
C -5.54752 -1.93613 -1.61422 0.0 0.0 0.0
C -5.66124 -0.58041 -0.91726 0.0 -0.1 0.0
C -4.67943 -0.68642 0.25535 0.0 0.0 -0.1
N -1.89675 -3.24412 1.08330 -0.2 0.0 -0.2
C -1.02238 -4.29030 0.53428 0.0 0.0 0.1
C -1.21978 -5.44777 1.50534 0.0 0.0 0.0
C -2.69898 -5.32213 1.87001 0.0 0.0 0.0
C -2.88622 -3.80905 2.00031 0.1 0.0 0.0
N -1.86105 -0.56636 1.32802 -0.1 0.1 -0.2
C -0.42389 -0.23848 1.52651 0.0 0.1 0.0
C -0.38279 0.36570 2.92453 0.0 0.0 0.0
C -1.50161 -0.37335 3.65627 0.0 0.0 0.0
C -2.59285 -0.42322 2.59139 0.0 0.0 0.0
H -3.83109 -3.30398 -1.57313 0.0 0.0 0.0
H -3.48874 -1.71372 -2.26035 0.0 0.0 0.0
H -6.13525 -2.68695 -1.07987 0.0 0.0 0.0
H -5.87578 -1.91058 -2.65314 0.0 0.0 0.0
H -6.67283 -0.35885 -0.57651 0.0 0.0 0.0
H -5.34775 0.21259 -1.59719 0.0 0.0 0.0
H -5.20224 -0.97734 1.17368 0.0 0.0 0.0
H -4.17339 0.26182 0.43769 0.0 0.0 0.0
H 0.00827 -3.94436 0.46743 -0.1 0.0 0.0
H -1.32620 -4.58192 -0.47776 0.0 0.0 0.1
H -0.60145 -5.30261 2.39456 0.0 0.0 0.0
H -0.96464 -6.40956 1.06054 0.0 0.0 0.0
H -2.97182 -5.85572 2.78064 0.0 0.0 0.0
H -3.31210 -5.70358 1.04980 0.0 0.0 0.0
H -2.69327 -3.49089 3.03249 0.0 0.0 0.0
H -3.89785 -3.49148 1.73295 0.0 0.0 0.0
H -0.08692 0.43723 0.73978 0.0 0.0 0.0
H 0.18807 -1.14673 1.48092 0.0 0.0 0.0
H -0.61110 1.43129 2.87577 0.0 0.0 0.0
H 0.59499 0.24815 3.38988 0.0 0.0 0.0
H -1.83399 0.12737 4.56666 0.0 0.0 0.0
H -1.17952 -1.38729 3.91092 0.0 0.0 0.0
H -3.15803 0.51581 2.58845 0.0 0.0 0.0
H -3.30049 -1.23870 2.74963 0.0 0.0 0.0
```
Positions in Å, forces in eV/Å.

Charges obtained by Mulliken population analysis, quoted in units of e: Tl 1.004; C -0.606; C -0.600; C 0.206; C 0.267; C -0.110; C -0.530; P 0.010; C -0.087; C -0.224; C -0.709; C -0.443; C -0.609; C -0.211; C 0.366; C -0.011; C -0.793; C -0.496; C 0.179; C -1.082; H 0.344; H 0.382; H 0.404; H 0.041; H 0.433; H 0.355; H 0.385; H 0.357; H 0.376; H 0.363; H 0.373; H 0.379; H 0.334; H -0.016; O -0.350; C -0.167; C -0.560; C -0.556; C -0.822; C -0.533; C 0.527; C 0.391; N 0.051; C -0.717; C -0.558; N -0.045; H 0.363; H 0.401; H 0.342; H 0.206; H 0.459; H 0.481; H 0.183; O -0.895; P -1.668; N 0.708; C -0.527; C -0.773; C -0.658; C -0.301; N 0.979; C -0.018; C -0.745; C -0.800; C -0.273; N 0.780; C 0.220; C -0.516; C -0.867; C -0.615; H 0.277; H 0.299; H 0.296; H 0.396; H 0.435; H 0.203; H 0.342; H 0.131; H -0.138; H 0.155; H 0.284; H 0.399; H 0.409; H 0.291; H 0.136; H 0.312; H -0.490; H 0.134; H 0.108; H 0.394; H 0.437; H 0.293; H 0.384; H 0.356

[2]
C5H8NP | the ωB97M-V functional and the def2-TZVPD basis

Computed properties:
ΔE to the lowest compared entry with this formula, charge and spin (kcal/mol): 44.9
Multiplicity: 1
SMILES: CC1=NC=[PH]=C1C
Frontier orbital gap (eV): 9.01
HOMO (eV): -8.65

```
15
Properties=species:S:1:pos:R:3:forces:R:3
C -1.06564 1.45804 -0.52427 1.5 1.2 0.9
C 0.26494 0.86656 -0.10866 -1.1 -1.7 -2.2
N 1.33734 1.72175 -0.25379 0.7 -0.4 1.0
C 2.43469 1.11769 0.00835 1.1 0.4 -1.0
P 2.51555 -0.71486 -0.06418 -3.3 1.4 -1.3
C 0.51528 -0.47610 -0.03045 1.9 0.6 -0.7
C -0.34620 -1.70988 0.08275 5.1 -0.6 0.7
H -1.72743 0.87333 0.05118 -1.8 0.2 0.7
H -1.29993 1.34902 -1.55955 0.1 -0.6 -0.9
H -1.00696 2.57650 -0.41015 -0.6 -1.2 0.7
H 3.28278 1.70170 -0.26675 1.0 0.3 0.4
H 2.33386 -1.12067 1.20397 0.3 -0.2 1.9
H 0.39776 -2.38231 0.67349 -1.7 0.5 -0.6
H -0.47408 -2.25839 -0.82067 -0.6 0.0 -0.8
H -1.14997 -1.53580 0.67873 -2.7 0.2 1.3
```
Positions in Å, forces in eV/Å.

Charges obtained by natural (NBO) population analysis, quoted in units of e: C -0.643; C 0.067; N -0.386; C -0.188; P 0.448; C -0.149; C -0.652; H 0.213; H 0.218; H 0.232; H 0.189; H -0.008; H 0.209; H 0.230; H 0.218

[3]
C29H43F2Sn | the ωB97M-V functional and the def2-TZVPD basis

Computed properties:
ΔE to the lowest compared entry with this formula, charge and spin (kcal/mol): 0.0
Multiplicity: 1
Frontier orbital gap (eV): 4.39
Charge: -1
HOMO (eV): -2.25

```
75
Properties=species:S:1:pos:R:3:forces:R:3
C 0.90474 4.92029 4.19298 -0.1 0.0 -0.1
C -0.23154 3.99239 3.76443 0.1 -0.2 0.1
C -0.00378 2.53490 4.18664 0.1 0.1 0.1
C -1.09573 1.56833 3.69260 0.1 -0.4 -0.3
Sn -0.36604 0.00235 2.36197 0.0 -0.1 -0.3
C 1.09431 -1.15560 3.47252 -0.2 0.0 -0.1
C 2.28808 -0.35907 4.00787 0.0 0.0 0.1
C 3.36802 -1.20459 4.70898 -0.2 0.1 -0.1
C 3.98521 -2.29002 3.83133 0.1 0.0 0.1
C -2.04138 -1.25888 1.80561 0.2 0.2 0.1
C -3.36864 -0.80546 2.43114 0.1 -0.1 -0.1
C -4.56416 -1.68964 2.05298 0.2 0.2 0.1
C -5.86814 -1.21555 2.68460 0.0 -0.1 -0.1
C 0.51539 0.84962 0.52506 -0.1 0.0 0.7
C 1.06997 -0.14689 -0.44108 -0.8 -0.4 -1.1
C 2.45566 -0.67331 -0.16655 0.4 -0.2 0.1
C 0.38469 -0.60067 -1.51960 0.4 0.2 1.5
H 0.69125 5.94451 3.87603 0.1 0.0 0.1
H 1.02731 4.92109 5.28120 0.0 0.0 -0.1
H 1.85569 4.62026 3.73985 -0.1 0.0 0.1
H -1.17503 4.33897 4.20580 0.1 0.0 -0.1
H -0.35559 4.04311 2.67451 0.0 0.0 0.1
H 0.99157 2.21034 3.83987 -0.2 0.3 0.1
H 0.04280 2.49017 5.28826 0.1 0.1 -0.3
H -1.55046 1.02619 4.53326 -0.1 0.2 -0.2
H -1.89106 2.07557 3.13048 0.1 0.1 0.3
H 0.52966 -1.61889 4.29530 0.2 0.0 -0.1
H 1.40198 -1.94975 2.77987 0.0 0.1 0.2
H 2.76229 0.20665 3.18976 -0.1 -0.1 0.1
H 1.92721 0.39073 4.73006 0.1 -0.2 -0.2
H 4.15732 -0.52677 5.05817 -0.1 -0.1 0.0
H 2.93050 -1.66406 5.60393 0.0 0.0 -0.1
H 4.77263 -2.81430 4.38216 -0.1 0.0 -0.1
H 3.24062 -3.03314 3.52715 0.1 0.1 0.0
H 4.44132 -1.86733 2.92810 -0.1 0.0 0.1
H -2.07056 -1.22601 0.70762 -0.1 -0.2 0.2
H -1.76688 -2.27371 2.12494 -0.2 0.1 -0.2
H -3.27363 -0.78831 3.52931 -0.1 0.0 -0.2
H -3.58388 0.23083 2.12556 0.0 -0.2 0.1
H -4.66133 -1.69790 0.96215 0.0 -0.1 0.1
H -4.35294 -2.71870 2.36391 0.0 0.0 -0.1
H -6.69180 -1.86303 2.37978 -0.1 0.0 0.0
H -5.81197 -1.23708 3.77635 0.0 0.0 0.0
H -6.11178 -0.19565 2.37443 0.0 0.0 0.0
H -0.30254 1.44598 0.10740 0.3 0.0 0.0
H 1.30124 1.48236 0.95683 -0.1 0.2 -0.4
H 2.96272 -0.09188 0.61579 -0.1 -0.2 -0.1
H 2.43040 -1.73063 0.14536 0.0 0.3 0.0
H 3.09067 -0.62136 -1.06410 -0.3 0.0 0.2
H 0.78587 -1.42340 -2.10796 -0.2 0.4 0.0
H -0.60942 -0.22281 -1.76091 0.3 -0.2 0.0
F -3.35321 -1.64193 -7.25989 0.3 -0.2 0.3
C -2.32586 -2.08303 -6.45644 0.4 -0.2 0.0
C -2.29307 -3.43300 -6.11230 -0.2 0.1 -0.2
C -1.19872 -3.88081 -5.35282 0.2 0.5 0.1
C -0.21701 -2.99713 -4.93542 -0.5 -0.3 -0.1
C -0.28414 -1.59972 -5.23545 0.4 0.2 0.3
C 0.72998 -0.77031 -4.68650 0.0 0.0 -0.6
C 1.11123 0.54624 -5.05416 0.0 -0.4 0.2
C 2.38521 1.00648 -4.59357 0.0 0.6 0.0
C 2.82883 2.29413 -4.84541 -0.3 -0.4 0.0
C 2.04011 3.19503 -5.58064 -0.2 0.2 -0.2
C 0.82180 2.73034 -6.07196 0.4 -0.3 0.1
F 0.06680 3.57977 -6.84864 0.2 -0.3 0.3
C 0.34887 1.44603 -5.85639 0.3 0.5 0.1
C -1.35901 -1.16925 -6.06920 -0.3 -0.5 0.0
H -3.06853 -4.11444 -6.45324 0.1 0.2 0.0
H -1.11753 -4.93820 -5.09994 0.0 0.2 -0.1
H 0.64519 -3.34931 -4.36401 -0.3 0.0 -0.1
H 1.42474 -1.27461 -4.01335 0.0 0.1 -0.4
H 3.00742 0.29883 -4.03923 -0.2 0.3 -0.1
H 3.80661 2.60956 -4.48073 -0.2 0.0 -0.1
H 2.37681 4.20683 -5.79305 -0.1 -0.2 0.0
H -0.59392 1.15226 -6.29270 0.3 0.5 0.1
H -1.44342 -0.14397 -6.39665 -0.3 -0.5 0.0
```
Positions in Å, forces in eV/Å.

Charges obtained by Mulliken population analysis, quoted in units of e: C -1.318; C -0.536; C -0.136; C -1.160; Sn 0.760; C -1.046; C 0.015; C -0.711; C -1.126; C -1.256; C -0.205; C -0.458; C -1.277; C -1.417; C 1.341; C -1.307; C -1.159; H 0.381; H 0.311; H 0.298; H 0.369; H 0.305; H -0.001; H 0.385; H 0.361; H 0.514; H 0.425; H 0.371; H 0.206; H 0.167; H 0.356; H 0.317; H 0.379; H 0.276; H 0.259; H 0.335; H 0.393; H 0.249; H 0.252; H 0.342; H 0.333; H 0.385; H 0.311; H 0.310; H 0.508; H 0.478; H 0.288; H 0.248; H 0.417; H 0.154; H 0.312; F -0.359; C 0.343; C -0.687; C -0.308; C -1.023; C 1.203; C -0.967; C 1.222; C -1.023; C -0.343; C -0.673; C 0.322; F -0.362; C -0.937; C -0.981; H 0.389; H 0.327; H 0.293; H 0.250; H 0.270; H 0.336; H 0.391; H 0.665; H 0.652

[4]
C8H12N3OS | the ωB97M-V functional and the def2-TZVPD basis

Computed properties:
ΔE to the lowest compared entry with this formula, charge and spin (kcal/mol): 6.6
Expectation value of S²: 2.010
Multiplicity: 3
Frontier orbital gap (alpha / beta) (eV): 8.02 / 4.71
Charge: +1
HOMO (alpha / beta) (eV): -11.41 / -13.02

```
25
Properties=species:S:1:pos:R:3:forces:R:3
C -0.28741 -2.51790 0.34340 -0.7 0.6 0.0
C 0.88834 -0.59886 0.01013 -0.1 -1.5 -0.9
C -0.44758 -1.05952 0.09860 0.8 -1.2 0.8
C -2.81142 -1.47818 -0.63849 2.8 0.3 0.8
C -0.40885 3.03006 0.08931 1.2 -0.1 1.9
C -0.97385 2.02874 1.09035 0.5 -0.9 -1.6
C -1.69540 -0.51953 -0.03543 -2.8 -0.5 -1.2
C 3.09953 -1.74688 0.03144 0.7 0.8 0.0
N 0.94494 -2.82773 0.24673 0.3 -2.3 0.7
N 1.63721 -1.71991 0.05212 1.1 3.3 0.1
N 0.11036 2.42922 -1.04353 1.2 -0.3 -3.9
O -3.90784 -1.56344 -0.19914 -0.6 0.1 -0.4
S -2.35050 0.98400 0.30477 0.9 1.7 1.0
H -1.03385 -3.23996 0.66120 0.1 0.2 -0.3
H 1.19115 0.31389 -0.44360 0.6 0.7 0.3
H -2.29281 -2.07961 -1.43877 -1.1 0.0 0.2
H -1.03550 3.88226 0.02582 -0.9 0.8 -0.6
H 0.54719 3.32790 0.49759 -0.2 1.0 1.5
H -0.14816 1.39005 1.44194 -0.8 0.0 0.1
H -1.41600 2.62656 1.83849 -0.6 0.1 1.3
H 3.35933 -2.69520 0.43971 0.3 -1.4 -0.9
H 3.45422 -1.47420 -1.03004 -0.2 -0.6 1.9
H 3.58188 -1.17818 0.88525 -1.0 0.5 -1.4
H -0.36254 1.62880 -1.37875 -0.9 -0.5 -0.7
H 0.35756 3.05764 -1.84913 -0.4 -0.9 1.4
```
Positions in Å, forces in eV/Å.

Charges obtained by natural (NBO) population analysis, quoted in units of e: C 0.005; C -0.046; C 0.069; C 0.416; C -0.239; C -0.508; C -0.487; C -0.450; N -0.189; N -0.066; N -0.855; O -0.447; S 0.712; H 0.252; H 0.267; H 0.135; H 0.195; H 0.220; H 0.238; H 0.259; H 0.258; H 0.255; H 0.252; H 0.351; H 0.403

Which formula does entry 1 have? C39H45N5O2P2Tl